A structure of composition C35H56BHfN10OSe at a distorted geometry, computed with ωB97M-V/def2-TZVPD.

The geometry in XYZ format:
```
105
C35H56BHfN10OSe | OMol25 | ωB97M-V/def2-TZVPD
Hf -0.42509 -0.78674 0.61690
C -1.24991 3.68591 3.08226
C -0.17139 2.62253 2.82459
C 1.11574 3.12612 3.52362
C 0.03649 2.48489 1.33575
C 0.29690 3.58305 0.50694
C 0.30404 3.10321 -0.82336
C 0.54255 3.92670 -2.05437
C 2.05565 4.08155 -2.25753
C -0.05557 5.33544 -1.92142
N 0.03867 1.77879 -0.79926
N -0.11476 1.36604 0.55270
B -0.26281 0.68758 -1.87947
N 0.90035 -0.40318 -1.76345
N 1.34191 -0.87194 -0.49694
C 2.67745 -1.20218 -0.56833
C 3.08810 -0.82092 -1.84938
C 1.98879 -0.41204 -2.58517
C 2.13643 -0.15930 -4.08625
C 1.22047 0.86687 -4.80818
C 3.61283 0.12828 -4.36288
C 3.48338 -2.16274 0.32547
C 4.76010 -1.48144 0.87902
C 2.76745 -3.00597 1.38034
N -1.76749 0.19486 -1.69093
N -2.17002 -0.81886 -0.79137
C -3.50133 -0.78692 -0.64106
C -3.99890 0.27616 -1.43778
C -2.91823 0.79233 -2.16206
C -3.15154 1.67488 -3.35678
C -2.16411 1.57905 -4.55717
C -3.47341 3.07566 -2.78339
C -4.39700 -1.83182 0.06696
C -5.46182 -1.17552 0.98826
C -3.67255 -2.98766 0.74403
H -1.47954 3.67801 4.15780
H -0.92302 4.68573 2.76526
H -2.16497 3.46283 2.53191
H -0.47225 1.64714 3.19390
H 1.44740 4.05919 3.10658
H 0.87875 3.34564 4.56130
H 1.94568 2.41446 3.49949
H 0.44837 4.62996 0.78697
H 0.08341 3.47522 -2.94925
H 2.52540 4.48338 -1.37321
H 2.58007 3.13778 -2.48853
H 2.25435 4.75914 -3.09973
H 0.47012 5.93465 -1.21107
H -0.01037 5.83916 -2.88471
H -1.12349 5.29860 -1.61931
H -0.18420 1.13152 -2.91987
H 4.06516 -0.91975 -2.32287
H 2.01756 -1.15882 -4.60341
H 1.32778 1.88039 -4.43406
H 1.55717 0.85239 -5.81335
H 0.19861 0.55611 -4.82558
H 4.03626 0.82381 -3.64234
H 4.21323 -0.76464 -4.28134
H 3.75005 0.51842 -5.39340
H 3.97627 -2.82076 -0.44278
H 4.53163 -0.69280 1.61257
H 5.40233 -2.28404 1.29872
H 5.26206 -0.98609 0.06370
H 2.17119 -2.38835 2.04651
H 2.08467 -3.71944 0.90708
H 3.53099 -3.49732 2.03247
H -5.05031 0.55337 -1.57623
H -4.10143 1.35286 -3.81181
H -1.27082 2.17143 -4.35512
H -1.81651 0.55141 -4.78825
H -2.67294 1.94585 -5.42497
H -2.63021 3.51516 -2.23622
H -3.77519 3.73113 -3.61215
H -4.32911 2.95353 -2.09699
H -4.98277 -2.35180 -0.74280
H -4.98980 -0.79263 1.91276
H -6.03515 -0.36199 0.49186
H -6.19214 -1.90624 1.32203
H -3.24087 -2.73123 1.73149
H -4.40441 -3.79120 0.86763
H -2.84793 -3.34028 0.06314
Se -2.07018 -1.04693 3.46398
N -0.24868 -0.64696 2.63373
C 0.74784 -0.89900 3.48847
C 2.10465 -0.56192 3.32681
C 2.93249 -0.95387 4.36692
C 2.49356 -1.69944 5.47887
C 1.17785 -2.00689 5.72586
C 0.25935 -1.57873 4.71825
N -1.09549 -1.56344 4.85635
H 2.49087 -0.14439 2.38409
H 4.00298 -0.72325 4.35395
H 3.28322 -1.98848 6.17619
H 0.80058 -2.53089 6.59343
C -0.66457 -6.64473 1.23948
N -0.38010 -5.30174 0.69580
C -0.51715 -4.13497 1.41351
N -0.60190 -4.25167 2.75114
O -0.50894 -2.99742 0.82186
H -0.44981 -7.41313 0.48602
H -1.70827 -6.68775 1.56616
H 0.01103 -6.84268 2.06173
H -0.27269 -5.17271 -0.31299
H -0.41915 -5.11353 3.26479
H -0.83998 -3.43904 3.29151
```

Its spin multiplicity is 1. Its calculated total energy is -4463.61893 a.u. For the LUMO energy, the calculation gives -10.60 eV. The calculation puts the HOMO energy at -16.5 eV. As for the relative energy (zero: lowest compared OMol25 entry of this formula, charge and spin): 13.37 kcal/mol. The HOMO-LUMO gap is 5.9 eV. Its net charge is +3.

A cluster of 3 separate species, C16H31B2ClFN2O11P in total at a distorted geometry, computed with ωB97M-V/def2-TZVPD.

The geometry in XYZ format:
```
65
C16H31B2ClFN2O11P | OMol25 | ωB97M-V/def2-TZVPD
C -3.18216 -5.43659 4.94157
C -3.70048 -4.23991 4.12146
B -2.52426 -3.57466 3.27778
O -1.22476 -3.78680 3.69809
C -2.92062 -2.70166 1.98002
O -3.99629 -1.86377 2.45083
N -4.45127 -0.92515 1.50878
O -4.54495 0.13511 2.01122
O -3.23083 -3.70449 1.07931
B -1.94748 -4.13427 0.41843
P -1.50409 -5.97204 1.03994
N -0.01565 -6.14500 1.64225
C -2.01655 -4.31636 -1.21502
O -1.06594 -4.99252 -1.73937
O -2.98914 -3.85506 -1.89045
O -0.98516 -3.11285 0.94760
C -1.68260 -2.01708 1.33391
Cl -1.99135 -1.07084 -0.23313
C -0.95684 -1.01528 2.26968
C 0.51080 -1.28870 2.55376
C 1.14171 -0.00291 3.15961
F 1.23420 -1.58268 1.41606
H -3.95931 -5.84257 5.59480
H -2.34061 -5.16515 5.57489
H -2.83238 -6.19947 4.24625
H -4.55029 -4.52907 3.50690
H -4.02634 -3.46916 4.83429
H -0.78538 -4.38055 3.05037
H -1.73113 -6.90161 0.00405
H -2.47588 -6.30700 2.04580
H 0.45695 -5.24943 1.56359
H -1.51823 -0.93015 3.20288
H -1.03527 -0.03771 1.80235
H 0.61212 -2.05882 3.31511
H 1.40157 -0.11488 4.21314
H 0.45826 0.82891 3.02575
H 2.02938 0.25886 2.59024
O 0.93853 1.96450 0.97520
C 0.68359 2.53046 -0.05252
O -0.46913 2.22965 -0.67218
C -0.97934 2.93354 -1.79608
C -0.42745 2.37536 -3.09121
C 1.65275 3.48948 -0.70976
H -0.80825 4.00874 -1.69787
H -2.05818 2.78366 -1.76817
H 0.65395 2.49501 -3.14710
H -0.87659 2.88101 -3.94854
H -0.64172 1.30835 -3.15725
H 2.34399 2.92583 -1.33305
H 2.21217 3.98839 0.08063
H 1.18047 4.25788 -1.29023
O 1.78351 4.90691 -3.15077
C 2.77723 5.01111 -3.81145
O 3.97589 4.93553 -3.20049
C 5.21286 4.83696 -3.90540
C 5.75261 6.20127 -4.28337
C 2.71758 5.30944 -5.29194
H 5.11694 4.17567 -4.76762
H 5.90022 4.34962 -3.21597
H 5.08122 6.72329 -4.96588
H 6.72727 6.10673 -4.76355
H 5.85723 6.82373 -3.39459
H 2.65129 6.38757 -5.43275
H 1.82107 4.84341 -5.69333
H 3.56048 4.91820 -5.85755
```

Its spin multiplicity is 1. Its calculated total energy is -2516.52653 a.u. For the LUMO energy, the calculation gives 2.80 eV. The calculation puts the HOMO energy at -0.1 eV. The HOMO-LUMO gap is 2.9 eV. Its net charge is -2.

A cluster of 2 separate species, C4H10OS in total at a distorted geometry, computed with ωB97M-V/def2-TZVPD.

The geometry in XYZ format:
```
16
C4H10OS | OMol25 | ωB97M-V/def2-TZVPD
C 0.91112 4.63960 -2.26753
C 0.20877 5.75599 -2.51986
O -1.02974 5.99763 -1.97757
H 1.98214 4.64546 -2.48649
H 0.65127 3.81649 -1.62328
H 0.57481 6.37592 -3.33822
H -1.20172 5.07047 -1.72194
C -0.08947 -4.41565 0.87263
C 0.07565 -4.15428 2.35341
S -1.33553 -3.58455 3.37274
H 0.89056 -4.38311 0.35636
H -0.54562 -3.54122 0.35879
H -0.69857 -5.25188 0.62141
H 0.45788 -5.14397 2.77334
H 0.84770 -3.41133 2.54647
H -1.69925 -2.41559 2.67973
```

Its spin multiplicity is 1. Its calculated total energy is -631.76036 a.u. For the LUMO energy, the calculation gives 0.98 eV. The calculation puts the HOMO energy at -9.1 eV. The SMILES is C=CO.CCS. As for the relative energy (zero: lowest compared OMol25 entry of this formula, charge and spin): 40.36 kcal/mol. The HOMO-LUMO gap is 10.1 eV.

The highest calculated total energy belongs to which entry?
C4H10OS